i) Entry from OMol25: 12 unconnected molecules or ions with the total composition H26NO11 (ωB97M-V/def2-TZVPD).

Each line ends with the Löwdin charge.
Cartesian coordinates (Å):
N -23.541 15.179 -21.474  0.306
H -22.753 15.385 -20.945  0.082
H -23.800 14.598 -22.369  0.178
H -23.948 16.165 -21.560  0.119
H -23.902 14.662 -20.658  0.094
O -24.467 16.672 -24.485  -0.020
H -24.839 17.434 -24.844  0.026
H -25.138 15.949 -24.511  0.102
O -24.959 11.978 -22.140  -0.094
H -24.113 12.018 -21.746  -0.024
H -25.527 11.531 -21.375  0.122
O -22.354 12.816 -23.638  -0.037
H -23.093 12.495 -24.191  0.061
H -22.139 13.580 -24.082  -0.071
O -24.523 17.273 -19.239  0.007
H -24.734 17.977 -19.766  -0.032
H -24.040 17.658 -18.536  0.038
O -23.584 13.530 -18.470  -0.092
H -23.242 12.842 -17.889  0.037
H -23.536 14.359 -17.860  0.097
O -26.414 15.277 -20.360  -0.112
H -26.698 16.222 -20.432  0.040
H -27.245 14.962 -19.871  0.090
O -19.997 14.420 -20.420  -0.026
H -19.323 13.913 -20.806  0.034
H -20.049 13.916 -19.586  0.075
O -22.088 15.377 -24.619  -0.015
H -21.335 15.611 -25.117  0.049
H -22.904 15.775 -24.792  -0.036
O -22.838 18.381 -21.445  -0.079
H -22.140 18.461 -22.093  0.041
H -22.323 18.562 -20.560  0.132
O -25.643 18.435 -22.098  -0.058
H -25.943 18.189 -22.980  0.027
H -24.739 18.798 -22.101  0.015
O -19.992 16.272 -22.391  0.072
H -20.045 15.718 -21.752  -0.126
H -20.436 17.051 -22.257  -0.020

Calculated values
Gap between HOMO and LUMO, eV: 10.87
Multiplicity: 1
Net charge: +1



ii) Entry from OMol25: a molecular structure, H26NO11 (ωB97M-V/def2-TZVPD).

Each line ends with the Löwdin charge.
Cartesian coordinates (Å):
N 0.153 0.274 -0.142  0.349
H -0.099 1.118 -0.300  0.013
H 1.231 0.206 0.213  0.185
H -0.114 -0.371 -0.899  0.103
H -0.485 -0.071 0.432  0.010
O -1.494 -1.843 -1.249  -0.167
H -1.762 -2.613 -1.975  0.180
H -1.236 -2.290 -0.368  0.045
O -0.544 0.113 -3.869  -0.016
H -1.359 -0.301 -4.155  0.059
H 0.156 -0.459 -3.641  0.000
O -0.411 -2.676 1.258  -0.089
H 0.439 -2.670 0.838  -0.140
H -0.515 -2.191 2.082  -0.115
O -2.035 1.271 3.152  0.068
H -2.177 2.123 2.954  -0.005
H -1.982 0.843 2.376  -0.069
O -0.312 -1.122 2.807  0.029
H -1.248 -1.062 2.931  0.073
H 0.122 -1.633 3.528  0.137
O 0.544 3.170 0.861  0.051
H 0.230 3.278 1.649  -0.060
H 1.486 3.262 0.789  0.051
O 1.634 -2.393 0.429  -0.022
H 1.806 -2.489 -0.565  0.139
H 2.458 -1.843 0.701  0.126
O -2.604 0.320 0.046  -0.032
H -2.291 -0.435 -0.544  0.030
H -2.888 -0.073 0.832  0.003
O 2.553 0.353 -2.324  -0.087
H 3.307 0.912 -2.156  0.030
H 2.789 0.168 -3.300  0.100
O -1.167 2.807 -2.557  0.003
H -0.816 2.085 -2.961  -0.071
H -2.005 2.959 -2.951  0.031
O 2.714 0.741 1.898  -0.005
H 3.260 0.001 1.432  0.100
H 2.662 0.533 2.746  -0.035

Calculated values
Gap between HOMO and LUMO, eV: 9.90
Multiplicity: 1
Net charge: +1



iii) Entry from OMol25: 12 unconnected molecules or ions with the total composition H26NO11 (ωB97M-V/def2-TZVPD).

Each line ends with the Löwdin charge.
Cartesian coordinates (Å):
N 0.177 -0.142 -0.033  0.261
H -0.222 -1.123 -0.398  0.161
H 0.690 -0.600 0.758  0.101
H -0.310 0.622 0.431  0.099
H 0.640 0.298 -0.902  0.130
O -0.301 2.793 2.283  -0.150
H -0.470 3.841 2.509  0.167
H 0.225 2.620 3.170  0.120
O -3.180 -0.165 0.658  -0.137
H -2.974 -0.082 -0.361  0.108
H -3.790 -1.037 0.531  0.142
O 1.582 2.916 -0.263  0.021
H 2.464 2.519 -0.276  0.063
H 1.420 3.214 0.551  -0.042
O 0.094 0.508 -3.667  -0.049
H 0.012 -0.423 -3.586  -0.026
H 0.871 0.414 -4.286  0.100
O -1.047 -1.907 2.134  0.084
H -1.918 -2.229 2.066  0.043
H -0.596 -2.579 2.280  -0.093
O 3.138 -0.481 -0.674  -0.129
H 3.551 0.378 -0.963  0.058
H 3.817 -0.917 0.016  0.120
O 2.235 0.104 2.724  -0.035
H 1.769 -0.342 3.386  0.009
H 2.915 -0.507 2.361  0.054
O -2.483 1.335 2.554  -0.044
H -1.585 1.635 2.255  -0.009
H -2.615 0.978 1.761  -0.129
O -0.971 -1.986 -3.057  -0.060
H -1.905 -2.245 -3.275  0.097
H -1.017 -2.757 -2.521  -0.015
O 0.135 -3.355 -1.077  -0.004
H -0.219 -3.731 -0.333  0.004
H 0.962 -3.845 -1.227  0.094
O -0.810 2.143 -1.779  -0.019
H -0.004 2.270 -1.295  -0.030
H -0.280 1.865 -2.455  -0.064

Calculated values
Gap between HOMO and LUMO, eV: 9.25
Multiplicity: 1
Net charge: +1



Most stable structure: i)



i) Entry from OMol25: a molecular structure, C30H30BrF6IrN7O6 (ωB97M-V/def2-TZVPD).

Each line ends with the Löwdin charge.
Cartesian coordinates (Å):
Ir -1.026 -0.863 0.362  1.440
C -2.281 -5.598 3.133  -0.010
N -2.264 -4.146 3.030  -0.119
C -3.084 -3.433 4.007  0.012
C -1.659 -3.494 2.052  -0.380
O -1.696 -2.252 1.957  -0.095
C -0.888 -4.295 1.009  -0.085
O -0.437 -3.389 0.028  -0.198
C 0.807 -3.647 -0.575  -0.097
C 1.675 -2.397 -0.436  -0.384
O 1.191 -1.368 0.067  -0.085
N 2.933 -2.459 -0.860  -0.123
C 3.525 -3.659 -1.435  -0.010
C 3.823 -1.317 -0.719  0.003
H -2.326 -5.864 4.188  0.105
H -1.378 -6.042 2.721  0.089
H -3.158 -6.010 2.631  0.113
H -2.627 -3.510 4.994  0.107
H -4.072 -3.892 4.038  0.109
H -3.175 -2.393 3.718  0.079
H -1.531 -5.061 0.565  0.152
H -0.046 -4.800 1.498  0.143
H 0.663 -3.885 -1.633  0.147
H 1.309 -4.503 -0.115  0.141
H 2.782 -4.265 -1.946  0.091
H 4.024 -4.259 -0.672  0.110
H 4.262 -3.357 -2.177  0.105
H 3.317 -0.535 -0.160  0.071
H 4.105 -0.940 -1.703  0.108
H 4.725 -1.623 -0.188  0.107
C 2.206 -0.279 3.831  -0.001
O 1.753 0.370 2.636  -0.013
C 2.561 1.219 2.042  -0.187
C 3.851 1.547 2.452  -0.038
C 4.561 2.500 1.748  -0.648
Br 6.285 2.965 2.286  0.903
C 4.016 3.159 0.616  -0.032
C 2.758 2.852 0.175  -0.029
C 1.989 1.853 0.866  -0.185
O 0.816 1.542 0.491  0.073
C 2.082 3.457 -0.977  -0.192
N 0.874 3.034 -1.318  0.193
C 0.479 3.760 -2.428  -0.155
C -0.688 3.706 -3.189  -0.005
C -0.772 4.572 -4.256  -0.057
C 0.267 5.470 -4.560  -0.047
C 1.430 5.529 -3.814  0.006
C 1.514 4.651 -2.742  -0.157
N 2.517 4.429 -1.801  0.210
H 2.456 0.464 4.590  0.113
H 3.069 -0.909 3.608  0.109
H 1.369 -0.882 4.161  0.104
H 4.297 1.084 3.321  0.114
H 4.627 3.903 0.124  0.116
H 0.562 2.267 -0.435  0.076
H -1.484 3.013 -2.955  0.080
H -1.654 4.565 -4.879  0.110
H 0.150 6.132 -5.407  0.117
H 2.226 6.219 -4.055  0.122
H 3.395 4.918 -1.749  0.177
N -1.357 -1.083 -1.747  0.103
C -1.841 -0.969 -2.793  -0.094
C -2.368 -0.763 -4.063  -0.149
C -2.679 -1.872 -4.866  -0.142
N -2.945 -2.791 -5.509  0.245
C -2.552 0.570 -4.472  -0.132
N -2.651 1.683 -4.753  0.258
C -3.022 2.914 1.004  0.040
C -3.089 1.385 0.899  -0.445
O -1.812 0.875 0.931  -0.292
C -3.746 0.991 -0.441  -0.557
F -3.772 -0.347 -0.613  0.114
F -3.005 1.479 -1.462  0.119
F -4.987 1.459 -0.572  0.191
C -3.877 0.826 2.110  -0.555
F -3.978 -0.519 2.058  0.135
F -5.113 1.333 2.183  0.177
F -3.235 1.130 3.247  0.165
H -2.461 3.309 0.160  0.090
H -2.505 3.175 1.925  0.103
H -4.014 3.362 1.013  0.106

Calculated values
Gap between HOMO and LUMO (spin up / spin down), eV: 7.89 / 5.22
Multiplicity: 6
Net charge: +2
⟨S²⟩: 8.816



ii) Entry from OMol25: a molecular structure, C30H30BrF6IrN7O6 (ωB97M-V/def2-TZVPD).

Each line ends with the Löwdin charge.
Cartesian coordinates (Å):
Ir 1.016 -0.649 0.363  1.573
C 5.567 0.415 -0.389  0.010
N 5.000 0.554 0.949  -0.102
C 5.961 0.505 2.041  0.002
C 3.692 0.573 1.111  -0.401
O 2.891 0.600 0.151  -0.087
C 3.147 0.571 2.540  -0.077
O 1.733 0.395 2.551  -0.179
C 0.946 1.507 2.919  -0.086
C 0.241 2.119 1.716  -0.388
O 0.254 1.526 0.622  -0.079
N -0.383 3.280 1.889  -0.118
C -0.627 3.898 3.186  -0.005
C -1.023 3.934 0.753  -0.009
H 6.355 1.151 -0.539  0.104
H 4.793 0.559 -1.134  0.091
H 5.997 -0.581 -0.503  0.097
H 6.844 1.074 1.757  0.105
H 6.273 -0.524 2.228  0.110
H 5.565 0.928 2.960  0.092
H 3.427 1.496 3.047  0.144
H 3.573 -0.273 3.079  0.128
H 1.562 2.261 3.410  0.134
H 0.186 1.148 3.618  0.157
H 0.168 3.692 3.896  0.090
H -1.567 3.536 3.610  0.110
H -0.701 4.975 3.061  0.104
H -0.795 3.389 -0.157  0.084
H -0.647 4.951 0.649  0.106
H -2.105 3.983 0.898  0.094
C 1.822 -1.412 -2.763  -0.025
O 0.597 -1.081 -2.075  -0.161
C -0.475 -0.797 -2.878  -0.179
C -0.439 -1.034 -4.241  -0.015
C -1.554 -0.775 -5.035  -0.651
Br -1.454 -1.160 -6.879  0.837
C -2.685 -0.222 -4.506  -0.050
C -2.733 0.082 -3.137  -0.056
C -1.643 -0.262 -2.304  -0.147
O -1.636 -0.139 -0.954  0.041
C -3.921 0.751 -2.673  -0.184
N -5.097 0.668 -3.311  0.234
C -5.961 1.400 -2.608  -0.158
C -7.346 1.630 -2.811  0.055
C -7.986 2.439 -1.918  -0.023
C -7.299 3.033 -0.830  0.024
C -5.938 2.818 -0.599  0.030
C -5.288 2.000 -1.486  -0.140
N -3.989 1.560 -1.575  0.195
H 2.113 -0.601 -3.432  0.117
H 1.711 -2.342 -3.320  0.111
H 2.563 -1.545 -1.981  0.066
H 0.443 -1.447 -4.709  0.110
H -3.543 0.008 -5.122  0.121
H -2.518 -0.004 -0.569  0.105
H -7.865 1.175 -3.643  0.137
H -9.042 2.637 -2.035  0.127
H -7.845 3.678 -0.155  0.131
H -5.434 3.269 0.243  0.125
H -3.227 1.894 -1.009  0.166
N -0.202 -2.121 1.114  0.054
C -1.133 -2.286 1.806  -0.103
C -2.282 -2.321 2.553  -0.191
C -2.905 -1.057 2.508  -0.187
N -3.262 0.029 2.340  0.174
C -2.742 -3.438 3.281  -0.163
N -3.110 -4.349 3.879  0.220
C 2.038 -4.440 0.107  0.033
C 2.945 -3.303 0.590  -0.435
O 2.609 -2.061 0.110  -0.264
C 4.391 -3.575 0.064  -0.555
F 5.264 -2.645 0.502  0.140
F 4.391 -3.499 -1.277  0.156
F 4.859 -4.772 0.412  0.185
C 2.998 -3.327 2.148  -0.544
F 3.810 -2.360 2.636  0.132
F 3.421 -4.491 2.633  0.188
F 1.783 -3.083 2.677  0.131
H 2.085 -4.486 -0.979  0.100
H 1.013 -4.236 0.405  0.071
H 2.360 -5.393 0.521  0.106

Calculated values
Gap between HOMO and LUMO (spin up / spin down), eV: 7.51 / 4.57
Multiplicity: 6
Net charge: +2
⟨S²⟩: 8.823



Most stable structure: i)



i) Entry from OMol25: a molecular structure, C2H7N5O (ωB97M-V/def2-TZVPD).

Each line ends with the Löwdin charge.
Cartesian coordinates (Å):
C -1.408 -1.023 -0.214  -0.270
C 1.923 -1.036 -0.080  -0.089
H -1.516 0.883 0.630  0.148
H -3.666 1.288 0.864  0.188
H -1.575 -2.091 -0.548  0.129
H 0.144 0.490 -0.082  0.092
H 2.678 -1.671 -0.201  0.056
H 2.893 0.873 -1.125  0.185
H 1.644 1.386 0.942  0.040
N -2.694 0.988 -0.037  -0.119
N -2.408 -0.385 -0.549  -0.138
N -0.243 -0.394 0.424  -0.087
N 0.801 -1.386 0.474  0.010
N 1.979 0.435 -0.594  -0.082
O 1.448 1.643 0.094  -0.064

Calculated values
Gap between HOMO and LUMO, eV: 8.99
Multiplicity: 1



ii) Entry from OMol25: a single C2H7N5O molecule (ωB97M-V/def2-TZVPD).

Each line ends with the Löwdin charge.
Cartesian coordinates (Å):
C 0.547 1.121 0.177  -0.499
C -0.721 -2.010 0.255  -0.286
H -0.175 1.224 -2.184  0.161
H 1.686 2.556 -1.153  0.202
H 2.052 1.105 1.705  0.051
H -1.235 0.796 -0.704  0.158
H -0.364 -0.619 1.712  0.128
H -1.127 -2.114 -0.973  0.175
H -0.508 -3.762 0.595  -0.002
N 0.752 2.218 -0.659  -0.016
N 1.238 0.698 1.218  0.090
N -0.415 0.242 -0.263  -0.043
N -0.954 -0.659 0.795  -0.034
N -0.548 -2.948 1.149  0.064
O -0.228 2.151 -1.671  -0.149

Calculated values
Gap between HOMO and LUMO, eV: 9.49
Multiplicity: 1



iii) Entry from OMol25: a single C2H7N5O molecule (ωB97M-V/def2-TZVPD).

Each line ends with the Löwdin charge.
Cartesian coordinates (Å):
N 1.212 -1.073 -0.026  -0.036
C 0.554 -0.206 0.801  -0.443
C -0.538 0.485 0.092  -0.352
N 2.492 -1.563 0.285  0.032
N -1.917 0.432 -1.744  0.013
N -1.172 1.506 0.772  0.133
N -0.732 0.111 -1.134  -0.014
O 0.951 0.114 1.913  0.048
H 0.817 -1.415 -0.891  0.123
H 2.413 -2.387 0.886  0.083
H 2.954 -0.843 0.843  0.082
H -2.283 1.352 -1.508  0.072
H -1.829 0.309 -2.744  0.079
H -0.740 1.692 1.669  0.089
H -2.180 1.485 0.788  0.088

Calculated values
Gap between HOMO and LUMO, eV: 9.35
Multiplicity: 1



Most stable structure: iii)



i) Entry from OMol25: a single C2H3N3O2 molecule (ωB97M-V/def2-TZVPD).

Each line ends with the Löwdin charge.
Cartesian coordinates (Å):
C -0.372 -0.552 -0.130  -0.469
C 1.265 0.659 0.134  -0.197
H -1.598 -1.931 -0.089  0.069
H 1.888 1.609 0.367  0.165
H -1.913 1.560 0.267  0.290
N 0.621 -1.265 -0.178  0.093
N 1.727 -0.479 -0.008  0.061
N -0.088 0.713 0.179  -0.127
O -1.623 -1.052 0.169  0.114
O -0.822 1.718 -0.234  0.001

Calculated values
Gap between HOMO and LUMO, eV: 9.85
Multiplicity: 1



ii) Entry from OMol25: a single C2H3N3O2 molecule (ωB97M-V/def2-TZVPD).

Each line ends with the Löwdin charge.
Cartesian coordinates (Å):
C 0.613 -0.483 -0.001  -0.336
C -1.144 0.769 -0.053  -0.207
H 2.231 0.780 0.486  0.059
H -1.648 1.527 -0.470  0.110
H -2.601 -0.820 -0.060  0.210
N 1.812 -0.964 -0.144  0.079
N 0.122 0.811 0.003  0.126
N -1.635 -0.405 0.161  0.040
O 2.858 0.134 0.064  -0.091
O -0.608 -1.348 0.014  0.008

Calculated values
Gap between HOMO and LUMO, eV: 9.16
Multiplicity: 1



iii) Entry from OMol25: a single C2H3N3O2 molecule (ωB97M-V/def2-TZVPD).

Each line ends with the Löwdin charge.
Cartesian coordinates (Å):
C 1.295 -0.025 -0.768  0.232
C 0.082 -0.456 -0.565  -0.406
N 0.393 -1.676 -2.529  0.049
N 1.497 -1.117 -2.476  -0.223
N -0.735 -0.256 0.559  0.111
O 2.416 -1.025 -3.236  0.010
O -0.467 -1.332 -1.569  -0.031
H 2.115 0.631 -0.784  0.070
H -1.261 0.575 0.614  0.077
H -1.336 -1.095 0.619  0.110

Calculated values
Gap between HOMO and LUMO, eV: 9.52
Multiplicity: 1



iv) Entry from OMol25: 2 unconnected molecules or ions with the total composition C2H3N3O2 (ωB97M-V/def2-TZVPD).

Each line ends with the Löwdin charge.
Cartesian coordinates (Å):
C 0.620 -1.538 -0.331  -0.331
C 3.001 0.310 -0.073  -0.434
N 0.277 -1.365 0.779  0.002
N 0.457 -0.677 1.867  0.010
N 4.082 -0.004 -0.327  0.252
O 1.968 0.756 0.142  0.143
O 0.841 -2.076 -1.388  0.081
H 0.915 0.247 1.822  0.094
H -0.347 -0.863 2.445  0.097
H 4.740 -0.687 -0.094  0.087

Calculated values
Gap between HOMO and LUMO, eV: 9.06
Multiplicity: 1



Most stable structure: iv)